Entry from the OMol25 dataset: a cluster of 2 separate species, C2H3FNP in total (ωB97M-V/def2-TZVPD).

Properties
HOMO-LUMO gap   6.9 eV
DFT total energy   -573.79375 Eh

Each line ends with the natural charge from an NBO analysis.
Element x y z (Å)
C 0.309 0.209 0.369  0.03
C 0.415 -0.736 -0.771  -0.75
N 0.722 1.174 1.031  -0.53
F -2.295 0.935 -0.508  -0.66
P -0.908 -1.106 0.520  0.95
H 0.293 -0.705 -1.854  0.30
H 1.311 -1.331 -0.620  0.27
H 0.152 1.560 1.833  0.39

***

Entry from the OMol25 dataset: a cluster of 9 separate species, C4H23NO10S in total (ωB97M-V/def2-TZVPD).

Properties
Charge   -2
HOMO-LUMO gap   5.8 eV
DFT total energy   -1371.68467 Eh

Each line ends with the natural charge from an NBO analysis.
Element x y z (Å)
C 0.246 -0.694 -0.483  -0.23
N -0.157 0.548 0.140  -0.70
C -0.042 1.822 -0.415  0.89
O 0.411 1.945 -1.579  -0.84
O -0.508 2.764 0.302  -0.83
C 1.234 -1.438 0.426  -0.45
C 2.659 -0.936 0.233  -0.52
S 3.689 -1.379 1.687  -0.74
H 0.777 -0.449 -1.390  0.23
H -0.667 -1.232 -0.766  0.16
H -0.528 0.465 1.072  0.39
H 0.874 -1.378 1.461  0.21
H 1.307 -2.535 0.347  0.19
H 2.724 0.140 0.064  0.18
H 3.046 -1.388 -0.680  0.18
H -0.345 1.478 3.078  0.50
H -0.801 2.521 1.989  0.51
O -1.062 2.086 2.846  -1.04
H -3.526 -0.386 0.211  0.52
H -4.625 -1.016 -0.706  0.47
O -3.716 -1.143 -0.390  -1.00
H -2.880 -2.308 -1.559  0.49
H -2.000 -3.528 -1.598  0.47
O -2.627 -3.045 -2.149  -0.98
H 1.719 1.317 -2.729  0.51
H 3.086 0.706 -2.361  0.47
O 2.500 0.869 -3.103  -1.00
H -0.350 2.149 -4.304  0.46
H -0.968 1.977 -2.910  0.51
O -1.177 2.249 -3.830  -0.99
H 2.207 0.181 2.919  0.51
H 1.506 1.113 1.906  0.48
O 1.477 0.831 2.832  -1.02
H -2.569 1.425 0.557  0.49
H -2.494 1.263 2.060  0.52
O -2.996 0.937 1.279  -1.02
H -0.768 -3.069 0.476  0.48
H -2.179 -2.598 0.619  0.48
O -1.591 -3.299 0.922  -0.96

***

Entry from the OMol25 dataset: a structure of composition C25H45N6O4Ti (ωB97M-V/def2-TZVPD).

Properties
Charge   +3
HOMO-LUMO gap   6.7 eV
DFT total energy   -2457.72249 Eh

Each line ends with the Mulliken charge.
Element x y z (Å)
Ti 0.887 0.632 0.358  -0.71
C -1.458 -2.832 3.233  -1.93
C -1.903 -2.056 1.986  0.30
C -1.565 -2.997 0.803  -1.50
C -2.251 -2.869 -0.563  1.67
C -3.765 -2.721 -0.511  -1.83
C -1.886 -4.075 -1.420  -1.87
N -1.693 -1.559 -1.197  1.77
C -0.933 -1.617 -2.469  -1.32
C -0.352 -0.254 -2.849  -1.02
N 0.719 0.306 -1.966  0.83
C 1.822 -0.680 -1.962  -0.97
C 1.471 -1.693 -0.865  0.54
O 1.697 -2.864 -0.890  -0.46
O 0.786 -1.096 0.108  0.87
C 1.088 1.661 -2.485  0.12
C 2.316 2.240 -1.787  -1.27
C -0.100 2.639 -2.339  -1.99
C -0.823 2.881 -0.974  1.29
C -0.090 3.850 -0.040  -1.34
C -2.176 3.490 -1.379  -1.76
N -1.016 1.568 -0.247  1.17
C -1.939 1.662 0.922  -1.39
C -2.388 0.290 1.454  -0.60
N -1.323 -0.651 1.867  1.23
C -0.770 -0.202 3.155  -0.67
C 0.116 1.039 3.099  0.13
O 0.384 1.712 4.043  -0.46
O 0.599 1.266 1.883  -0.36
H -1.988 -3.782 3.257  0.48
H -1.704 -2.325 4.159  0.45
H -0.394 -3.060 3.207  0.48
H -2.989 -1.957 2.076  0.31
H -1.817 -3.997 1.153  0.97
H -0.483 -3.006 0.651  -0.06
H -4.207 -3.622 -0.096  0.42
H -4.185 -2.606 -1.510  0.49
H -4.102 -1.897 0.112  0.36
H -2.344 -4.965 -0.996  0.50
H -0.815 -4.257 -1.446  0.45
H -2.273 -3.986 -2.431  0.44
H -2.506 -0.951 -1.338  0.73
H -1.070 -1.173 -0.461  -2.22
H -1.614 -1.917 -3.271  0.70
H -0.155 -2.375 -2.393  0.35
H -1.176 0.456 -2.921  0.32
H 0.052 -0.361 -3.865  0.41
H 2.782 -0.240 -1.670  0.32
H 1.971 -1.174 -2.931  0.35
H 1.315 1.587 -3.562  0.51
H 2.125 2.361 -0.716  0.34
H 2.527 3.224 -2.207  0.66
H 3.224 1.659 -1.954  0.38
H -0.863 2.374 -3.074  0.45
H 0.264 3.612 -2.670  0.68
H 0.423 4.624 -0.606  0.34
H 0.627 3.336 0.612  0.26
H -0.800 4.365 0.605  0.54
H -2.005 4.301 -2.083  0.42
H -2.716 3.925 -0.544  0.53
H -2.817 2.761 -1.875  0.40
H -1.537 1.003 -0.923  0.06
H -2.864 2.169 0.624  0.73
H -1.479 2.263 1.710  0.42
H -3.000 -0.191 0.686  0.10
H -3.060 0.499 2.301  0.29
H -0.113 -0.972 3.568  0.53
H -1.546 0.002 3.906  0.51
N 3.282 -1.504 1.129  -0.19
C 3.800 -0.246 1.172  0.62
C 5.182 -0.054 1.359  -1.07
C 5.678 1.210 1.543  -0.47
C 4.777 2.283 1.537  -1.05
C 3.459 2.039 1.253  -0.12
N 2.957 0.798 0.997  0.44
H 2.363 -1.664 1.533  -0.12
H 3.940 -2.252 1.295  0.31
H 5.822 -0.919 1.411  0.47
H 6.730 1.373 1.720  0.48
H 5.108 3.286 1.751  0.53
H 2.759 2.871 1.247  0.31

***

Entry from the OMol25 dataset: the molecule C17H19N3O4S (ωB97M-V/def2-TZVPD).

Properties
HOMO-LUMO gap   9.1 eV
SMILES   CSc1ccccc1OCc1cc(C(=O)N2CCC[C@H]2C(N)=O)no1
DFT total energy   -1522.61241 Eh

Each line ends with the natural charge from an NBO analysis.
Element x y z (Å)
C 2.236 0.575 -3.184  -0.73
S 1.248 0.877 -1.687  0.21
C 2.536 1.030 -0.466  -0.25
C 2.601 2.189 0.293  -0.19
C 3.572 2.332 1.268  -0.22
C 4.493 1.321 1.478  -0.19
C 4.427 0.158 0.733  -0.28
C 3.443 -0.004 -0.233  0.35
O 3.359 -1.179 -0.965  -0.53
C 2.893 -2.290 -0.214  -0.11
C 1.520 -2.003 0.301  0.27
C 0.283 -2.092 -0.271  -0.29
C -0.565 -1.462 0.673  0.05
C -2.038 -1.299 0.555  0.67
O -2.756 -2.270 0.332  -0.65
N -2.496 -0.051 0.675  -0.40
C -1.677 1.132 0.896  -0.22
C -2.674 2.285 0.813  -0.41
C -3.970 1.656 1.319  -0.41
C -3.920 0.264 0.697  -0.14
C -4.521 0.268 -0.730  0.67
N -4.559 -0.954 -1.279  -0.83
O -4.936 1.271 -1.267  -0.62
N 0.125 -1.057 1.710  -0.10
O 1.413 -1.387 1.490  -0.26
H 1.525 0.457 -3.996  0.23
H 2.874 1.435 -3.365  0.22
H 2.824 -0.326 -3.053  0.23
H 1.877 2.969 0.113  0.23
H 3.610 3.235 1.858  0.22
H 5.261 1.431 2.229  0.22
H 5.135 -0.641 0.898  0.22
H 3.563 -2.505 0.627  0.20
H 2.878 -3.129 -0.911  0.22
H 0.009 -2.517 -1.212  0.25
H -0.890 1.199 0.141  0.22
H -1.212 1.076 1.884  0.21
H -2.360 3.141 1.405  0.22
H -2.807 2.596 -0.222  0.22
H -4.849 2.200 0.981  0.25
H -3.973 1.589 2.407  0.21
H -4.449 -0.497 1.280  0.23
H -4.895 -1.055 -2.223  0.40
H -4.114 -1.737 -0.809  0.43

***

Energy above the lowest of the compared OMol25 structures with the same formula, charge and spin values (in kcal/mol) by entry order: 87.37 0.00 52.62 51.54.
Strongest force on any atom values (in eV/Å) by entry order: 3.04 0.98 3.04 1.11.